Here is 2 unconnected molecules or ions with the total composition C6H15N2O at a distorted geometry from the OMol25 dataset. Energies are from ωB97M-V/def2-TZVPD.

Calculated values
- Charge: +1
- Energy: -422.08053 Eh
- HOMO-LUMO gap: 11.263 eV
- Spin multiplicity: 1

Bonds (Å) are listed after each position.
CARTESIAN COORDINATES (ANGSTROEM)
1 C 2.80 -2.23 0.29  N7 1.256, O9 1.382, H19 1.131
2 C -2.31 0.28 -1.45  C5 1.561, H10 1.141, H11 1.086, H12 1.005
3 C -0.84 2.24 -0.96  C5 1.531, H13 1.105, H14 1.167, H15 1.104
4 C -0.27 0.68 1.89  C6 1.512, H16 1.127, H17 1.144, H18 1.129
5 C -1.68 1.14 -0.31  C2 1.561, C3 1.531, C6 1.510, H20 1.052
6 C -0.66 0.35 0.47  C4 1.512, C5 1.510, N8 1.305
7 N 2.02 -1.77 1.15  C1 1.256, H21 0.976
8 N -0.07 -0.64 -0.13  C6 1.305, H23 1.056, H24 1.051
9 O 4.07 -2.75 0.49  C1 1.382, H22 0.926
10 H -3.17 0.90 -1.87  C2 1.141
11 H -1.79 0.21 -2.41  C2 1.086
12 H -2.50 -0.64 -1.09  C2 1.005
13 H -0.29 2.90 -0.26  C3 1.105
14 H -1.56 3.00 -1.48  C3 1.167
15 H -0.16 1.61 -1.56  C3 1.104
16 H 0.78 1.07 1.99  C4 1.127
17 H -0.52 -0.24 2.52  C4 1.144
18 H -1.00 1.44 2.30  C4 1.129
19 H 2.40 -2.34 -0.77  C1 1.131
20 H -2.55 1.38 0.23  C5 1.052
21 H 2.36 -1.68 2.06  N7 0.976
22 H 4.42 -2.67 -0.37  O9 0.926
23 H 0.76 -1.12 0.32  N8 1.056
24 H -0.23 -1.14 -1.04  N8 1.051

Here are the natural (NBO) charges for atoms 1 to 8, given in e:
1. C 0.4512
2. C -0.6188
3. C -0.6027
4. C -0.7198
5. C -0.3118
6. C 0.5336
7. N -0.7418
8. N -0.6905